Below is a 2-piece molecular cluster, HN2O4S overall, with properties calculated with ωB97M-V with the def2-TZVPD basis set.

Each atom is followed by the atoms it is bonded to, with distances in Å.
Positions of all 8 atoms, in Å:
1 N 0.38341 -0.48550 0.53198  S7 1.570, H8 0.964
2 N -1.94139 -1.06236 0.04074  O3 1.228, O5 1.218
3 O -2.68396 -0.16659 0.43436  N2 1.228
4 O 1.92617 -0.62591 -1.35270  S7 1.448
5 O -2.29014 -2.19730 -0.23152  N2 1.218
6 O 2.75995 -1.72035 0.74552  S7 1.475
7 S 1.86711 -0.74696 0.08904  N1 1.570, O4 1.448, O6 1.475
8 H 0.12814 -0.60997 1.45361  N1 0.964

The value obtained for the calculated total energy is -22018.00783 eV. The molar mass is 125.09 g/mol. The HOMO-LUMO gap (spin up / spin down) comes out at 0.197 / 0.295 Eh. Its total charge is -1. The value obtained for the HOMO energy (spin up / spin down) is -3.08 / -4.80 eV.